[1]
{"formula": "C3H4ClNS", "method": "wB97M-V/def2-TZVPD", "de_lowest_kcal_mol": 63.5, "total_energy_ev": -28020.347, "fmax_ev_per_a": 1.58, "multiplicity": 1, "elements": ["C", "C", "C", "N", "S", "Cl", "H", "H", "H", "H"], "coordinates": [[-0.4802, 1.4706, 0.0401], [-0.9425, -1.1917, -0.5247], [1.2598, 0.0028, 0.6575], [0.5894, 1.1307, 0.5884], [-1.6221, 0.3429, -0.7408], [2.4946, -0.2934, -0.5000], [-0.8163, 2.4932, 0.0406], [-0.4566, -1.6454, -1.3670], [-1.4276, -1.8271, 0.1958], [1.4014, -0.4826, 1.6101]], "forces_ev_per_angstrom": [[-0.4, -0.1, -0.1], [1.0, 0.6, 0.7], [-1.4, -0.4, -0.7], [0.5, -0.1, 0.2], [0.0, 0.1, 0.0], [0.1, 0.0, 0.0], [0.0, 0.3, 0.0], [0.2, -0.1, -0.2], [-0.1, -0.1, 0.1], [0.0, -0.1, 0.0]]}


[2]
{"formula": "H80O40", "method": "wB97M-V/def2-TZVPD", "de_lowest_kcal_mol": 270.4, "total_energy_ev": -83194.089, "fmax_ev_per_a": 3.85, "multiplicity": 1, "elements": ["H", "H", "O", "H", "H", "O", "H", "H", "O", "H", "H", "O", "H", "H", "O", "H", "O", "H", "O", "H", "H", "O", "H", "H", "O", "H", "H", "O", "H", "H", "O", "H", "O", "H", "H", "O", "H", "H", "O", "H", "H", "O", "H", "H", "O", "H", "H", "O", "H", "H", "O", "H", "O", "H", "H", "O", "H", "O", "H", "H", "O", "H", "H", "O", "H", "H", "O", "H", "H", "O", "H", "H", "O", "H", "H", "O", "H", "H", "O", "H", "H", "O", "H", "H", "O", "H", "H", "O", "H", "O", "H", "H", "O", "H", "H", "H", "H", "H", "H", "O", "H", "H", "O", "H", "H", "O", "H", "H", "O", "H", "H", "O", "H", "H", "O", "H", "H", "O", "H", "H"], "coordinates": [[0.1815, 2.6189, 0.6162], [0.2542, 1.8006, 1.7859], [-0.4605, 2.2571, 1.2654], [-1.2711, 5.2507, 1.5170], [-0.4929, 3.9731, 1.5664], [-0.3855, 4.8885, 1.8092], [-1.0001, -1.5688, 6.1843], [-2.5614, -1.6997, 6.0757], [-1.7544, -2.2191, 5.9404], [-5.5518, 3.2335, -1.6426], [-4.5133, 2.1668, -2.1239], [-5.0698, 2.8787, -2.4528], [0.9910, -2.1771, 2.1989], [0.5139, -2.3202, 3.7287], [0.6251, -2.7079, 2.8776], [0.7766, -0.0951, 0.2248], [0.2754, -0.7478, -0.2407], [2.9342, -2.2011, 4.5294], [2.2746, -1.4979, 4.5126], [-0.0969, -3.2125, -5.6454], [0.4590, -2.8038, -4.4194], [0.7657, -3.3387, -5.2029], [-2.1256, 2.7782, 1.4815], [-3.2796, 2.2702, 2.1145], [-2.7979, 3.1167, 2.1583], [-2.3292, -0.6685, -2.1744], [-3.8100, -0.9042, -2.8169], [-2.9506, -0.4694, -2.9070], [4.3211, -0.1664, -1.0148], [3.8021, -1.4693, -1.7589], [3.6496, -0.8522, -0.9847], [2.2815, -0.0296, -3.7124], [1.7854, 0.6844, -3.2389], [-1.2894, -0.2022, -6.0650], [-2.1177, 0.7740, -5.2299], [-1.2725, 0.3140, -5.2612], [4.4111, 3.2714, 0.9597], [5.2817, 2.0720, 0.5505], [5.3205, 3.0602, 0.7432], [-0.9327, 6.2863, -0.1905], [0.0273, 6.1725, -1.5439], [-0.7928, 5.9474, -1.0979], [-3.7377, -5.0691, 0.8753], [-2.7718, -6.2091, 1.3038], [-3.6079, -5.7125, 1.5943], [3.3801, -1.8755, -4.3127], [3.6641, -3.2710, -3.6588], [4.0853, -2.4778, -3.9774], [1.9950, -0.3664, -5.8885], [1.7728, -2.0118, -5.8395], [2.2506, -1.2064, -5.5098], [0.1281, -4.7549, 0.8031], [-0.2483, -5.1512, 1.5644], [2.6825, 0.3244, 0.1162], [2.8080, 0.8447, 1.6694], [2.6091, 1.0677, 0.7625], [-3.5407, -1.2968, 3.1447], [-4.0368, -0.4775, 2.8618], [1.5988, -3.5435, 1.2575], [1.1079, -3.1040, -0.2222], [1.7185, -2.8788, 0.5433], [-2.5444, 3.4807, -1.4449], [-2.0273, 4.9792, -1.5883], [-2.4030, 4.2342, -2.0923], [4.6413, 1.0875, -3.0585], [3.2660, 1.4011, -3.5079], [4.1898, 1.7873, -3.5088], [5.2221, 1.3989, 3.2568], [3.8018, 1.3411, 2.5809], [4.2834, 1.5584, 3.3998], [-3.7063, -4.6043, 2.9659], [-4.7891, -3.5112, 2.7363], [-3.8458, -3.7237, 2.6746], [1.1028, 2.9271, -3.6793], [1.9077, 4.1434, -4.2727], [1.0876, 3.6848, -4.2488], [-1.9164, -0.4440, 2.1743], [-1.4327, -1.5756, 2.7374], [-1.5880, -1.2744, 1.8152], [2.9222, -5.3247, -0.7925], [2.8624, -4.5986, -2.1429], [2.3800, -4.7441, -1.3403], [-1.4506, -2.4687, -3.2504], [-0.5455, -2.0089, -1.9443], [-0.9789, -2.7434, -2.4278], [2.6619, 3.0945, -0.3742], [1.2383, 3.2858, -1.1764], [1.7010, 3.1659, -0.3565], [-4.7612, 3.0080, 0.8189], [-5.3796, 2.5648, 0.2415], [3.7524, -2.6900, 1.2047], [4.9921, -3.2490, 1.8026], [4.6949, -2.4938, 1.1499], [-0.9752, -4.5579, 1.9606], [0.1600, -1.5552, 0.3421], [-4.3255, -0.8926, 2.0328], [2.6091, -0.8442, 3.8185], [1.9482, 0.4003, -2.3520], [-6.2436, 2.9899, 0.3378], [0.7393, 0.2876, 5.4259], [1.6602, 0.0609, 5.4920], [0.4544, 0.6204, 4.5710], [-1.4429, 0.8009, -1.4331], [-0.4932, 0.8137, -1.5251], [-1.5476, 0.2311, -0.6542], [-0.6064, -4.4012, -0.9997], [0.0277, -4.9461, -1.4732], [-1.4115, -4.4359, -1.5236], [1.3833, 3.0298, 3.1611], [1.2518, 3.2663, 4.1252], [1.1472, 3.6201, 2.4148], [-1.9296, 4.5488, 4.4964], [-1.9306, 3.9978, 3.6890], [-2.1211, 3.7837, 5.0708], [-0.7869, 0.9141, 3.4672], [-1.5850, 1.0169, 2.9586], [-0.7012, 1.9057, 3.4549], [-3.5177, -1.1823, -5.2709], [-4.4801, -1.1158, -5.0931], [-3.0232, -1.2082, -4.3809]], "forces_ev_per_angstrom": [[-0.4, 0.0, -0.7], [-1.3, 0.2, 0.1], [2.3, -0.7, -0.7], [1.5, -0.4, 0.8], [-0.1, -0.7, 0.0], [-1.7, 1.7, -0.6], [-1.8, -1.4, -0.7], [0.3, -0.1, 0.0], [1.6, 1.7, 0.5], [1.4, -1.0, -1.7], [-0.1, 0.1, 0.2], [-1.3, 0.7, 0.9], [0.4, 1.5, -0.3], [0.5, 1.0, 0.7], [-1.2, -2.5, 0.0], [0.4, 0.4, 0.9], [-0.7, -2.1, -0.4], [0.0, 0.0, -0.1], [1.4, 1.2, -1.2], [0.5, -0.7, -0.7], [1.2, -0.7, -0.2], [-2.0, 1.1, 0.9], [-0.4, 1.3, 1.0], [-0.8, 0.4, 0.9], [0.6, -2.0, -1.9], [-0.9, 0.4, -0.5], [0.3, 0.0, 0.7], [-0.3, -0.6, 0.1], [0.4, -0.2, -0.2], [0.0, 0.9, 1.1], [-0.4, -0.6, -1.2], [-1.1, 0.5, -0.2], [0.4, -0.9, -1.1], [-0.3, 0.0, -0.3], [0.0, -0.2, 0.0], [0.8, 0.2, 0.3], [-0.2, 0.1, 0.3], [0.1, 2.0, 0.3], [0.1, -2.1, -0.6], [1.2, 0.1, -1.1], [0.1, 0.4, 0.7], [-0.7, 0.2, 0.7], [0.1, -0.2, 0.6], [-1.7, 0.9, 0.6], [2.1, -2.5, -2.0], [0.4, -0.7, -0.3], [-0.3, -0.3, -0.1], [0.0, 0.9, 0.5], [-0.4, -0.1, -0.5], [0.1, 1.1, 0.2], [0.4, -0.4, 0.4], [-0.4, 0.7, -1.1], [-1.9, -0.3, 2.7], [0.4, 0.0, 1.1], [-0.4, -1.1, -0.3], [-0.3, 0.2, -0.8], [-0.5, 1.1, 0.3], [0.7, -1.8, -0.1], [-0.3, 0.1, -0.8], [1.3, -0.2, 1.3], [-0.7, -0.4, -0.3], [0.3, 1.5, -1.3], [0.0, -0.6, -0.3], [-0.5, -1.5, 1.2], [1.0, -0.5, 0.3], [1.0, 1.2, -0.1], [-1.4, -0.2, -0.2], [-0.1, 0.0, -0.3], [1.3, 0.6, 0.8], [-0.7, -0.3, 0.0], [-0.1, -1.2, 0.3], [0.4, -0.4, 0.3], [-0.7, 3.6, 0.3], [0.5, -0.6, 0.3], [1.2, 0.1, 0.3], [-1.6, 0.4, -0.6], [-0.5, 0.5, -1.3], [0.6, -1.2, -0.9], [-0.1, 0.1, 1.7], [0.0, 0.1, -0.2], [0.4, -0.1, -0.5], [-0.5, -0.4, 0.4], [0.7, 0.7, 1.2], [-0.5, -0.1, -0.8], [-0.5, 1.2, -2.0], [-0.4, -0.1, -0.8], [0.5, 0.4, -1.0], [-0.7, 0.2, 1.3], [0.1, 0.6, 0.3], [-0.5, -0.4, 0.0], [-0.5, 0.5, -0.8], [-0.2, 2.3, -1.9], [0.8, -2.7, 2.6], [2.1, -1.0, -1.3], [0.3, 1.8, -0.5], [-0.3, 0.7, -0.2], [-0.5, -1.4, 1.4], [0.0, -0.2, 1.4], [0.4, -0.1, 0.3], [-1.1, 0.5, 1.3], [0.3, 0.0, -0.4], [0.5, -0.3, 0.1], [-0.5, 0.2, 0.6], [0.4, 0.0, -0.2], [0.3, 0.4, 0.1], [0.4, -1.5, 1.1], [0.2, -0.1, -0.1], [0.2, 0.3, 0.1], [0.3, -1.1, 0.6], [0.0, 0.6, -2.3], [0.1, 0.5, 1.9], [0.0, -1.8, 0.0], [0.0, 1.1, -0.4], [0.0, 0.9, 0.6], [-0.4, 2.3, -0.2], [-1.0, -0.9, -0.3], [1.0, -0.8, 0.8], [-0.2, -0.6, 0.7], [1.0, -0.1, 0.0], [-1.1, 0.6, -1.7]]}